No. 1
{"formula": "C4H7N3S", "method": "wB97M-V/def2-TZVPD", "total_energy_ev": -19564.8434, "smiles": "N[C@H]1CN=CNC1=S", "e_lumo_ev": -0.058, "gap_ev": 8.7, "e_homo_ha": -0.3202, "elements": ["H", "C", "N", "C", "H", "C", "C", "H", "N", "H", "N", "H", "H", "S", "H"], "positions_angstrom": [[0.6709, -2.4473, 0.0897], [1.0710, -0.5739, 0.0563], [-1.8945, -0.7626, -0.2429], [0.3055, 0.6992, 0.3480], [-0.7732, 0.9412, -1.1640], [-1.1634, 0.5836, -0.2124], [-1.1181, -1.7409, -0.0245], [1.6833, 1.6961, -0.7718], [0.3012, -1.5820, 0.0968], [-1.7587, 1.4112, 0.3160], [1.0363, 1.8813, -0.0345], [-1.6409, -2.6761, 0.2697], [0.3520, 0.8206, 1.5336], [2.6215, -0.9372, -0.1458], [0.3071, 2.6868, -0.1142]], "atomic_forces_ev_per_a": [[2.276, -3.250, -0.060], [0.762, 3.059, 0.446], [1.208, 1.963, 0.453], [0.757, -0.183, 3.701], [-1.650, -0.094, -1.105], [0.753, 0.624, 0.429], [-0.528, 1.991, 0.921], [0.067, 0.493, -0.845], [-6.732, -3.118, 0.188], [0.459, -1.524, -1.042], [-2.723, 1.646, 0.376], [1.224, 0.129, -0.696], [-0.557, -1.035, -2.017], [2.290, 1.001, -0.303], [2.394, -1.703, -0.445]], "lowdin_charge": [0.065, -0.860, 0.060, -0.431, 0.102, -0.137, -0.153, 0.041, -0.004, 0.133, 0.011, 0.138, 0.179, 0.728, 0.129]}

---

No. 2
{"formula": "H3NO3P3", "method": "wB97M-V/def2-TZVPD", "total_energy_ev": -35549.0710, "total_charge": -1, "e_lumo_ev": [2.817, 2.712], "gap_ev": [6.8, 6.7], "e_homo_ha": [-0.1464, -0.1453], "elements": ["P", "O", "O", "H", "H", "O", "H", "P", "N", "P"], "positions_angstrom": [[0.9661, 1.2182, -0.1246], [4.0551, -0.7814, 0.1477], [1.2576, -1.5966, 0.2402], [1.8374, 0.7537, 0.9633], [-1.2237, 0.6948, -0.4168], [3.0310, -1.8081, -1.9989], [-1.0738, -1.9840, -0.6372], [-0.2276, -1.3844, 0.5766], [-0.5917, 0.4837, 0.3373], [2.9700, -0.9127, -0.8340]], "atomic_forces_ev_per_a": [[0.329, -1.034, 0.444], [0.216, 0.181, 0.554], [0.921, -0.402, -0.376], [-0.997, 0.508, -0.449], [-0.290, -0.032, -0.418], [-0.200, -0.056, -0.422], [0.978, 1.063, 0.790], [-1.431, -0.519, -0.105], [3.036, -0.602, -0.492], [-2.562, 0.892, 0.475]], "lowdin_charge": [0.627, -0.431, -0.810, -0.162, -0.066, -0.428, -0.109, 0.558, -0.610, 0.432]}

---

No. 3
{"formula": "C4H6FN3", "method": "wB97M-V/def2-TZVPD", "total_energy_ev": -11429.2782, "e_lumo_ev": -0.814, "gap_ev": 9.5, "e_homo_ha": -0.3804, "elements": ["H", "F", "C", "H", "N", "C", "C", "C", "N", "N", "H", "H", "H", "H"], "positions_angstrom": [[2.0361, 0.0396, 1.9274], [0.5230, -0.9369, 0.1130], [-1.2414, -1.8782, -3.3159], [-1.7953, -2.6660, -2.8240], [0.0344, 2.5315, 2.6063], [-0.3590, 0.0257, 0.3697], [1.3070, 0.8098, 2.0554], [1.2283, 1.8936, 2.8641], [0.1261, 0.8321, 1.3251], [-0.5991, 1.9223, 1.7263], [1.9119, 2.2696, 3.5968], [-0.6635, -2.2968, -4.1313], [-1.9318, -1.1412, -3.7053], [-0.5766, -1.4051, -2.6077]], "atomic_forces_ev_per_a": [[0.173, -0.137, -0.034], [0.083, 0.552, 0.557], [0.018, 0.000, -0.101], [-0.110, -0.159, 0.114], [0.114, 0.585, 0.545], [-0.901, -0.398, -0.947], [0.056, 0.374, 0.374], [0.358, -0.854, -0.474], [1.484, -0.246, 0.721], [-1.507, 0.096, -0.866], [0.140, 0.026, 0.116], [0.083, -0.071, -0.127], [-0.129, 0.131, -0.065], [0.137, 0.102, 0.185]], "lowdin_charge": [0.114, 0.013, -0.041, 0.014, 0.026, -0.012, -0.033, -0.098, -0.144, 0.041, 0.099, 0.013, 0.015, -0.007]}

---

No. 4
{"formula": "C27H21N5O3S", "method": "wB97M-V/def2-TZVPD", "total_energy_ev": -52768.5331, "smiles": "O=C(CSc1nnnn1-c1cccc2ccccc12)NC(C(=O)O)(c1ccccc1)c1ccccc1", "e_lumo_ev": 0.044, "gap_ev": 8.6, "e_homo_ha": -0.3148, "elements": ["C", "H", "H", "C", "N", "H", "H", "H", "C", "H", "H", "H", "C", "C", "C", "C", "C", "C", "O", "H", "H", "C", "C", "C", "C", "N", "H", "C", "C", "S", "N", "C", "H", "C", "H", "C", "C", "H", "H", "N", "C", "H", "C", "C", "C", "O", "C", "H", "H", "H", "H", "C", "H", "O", "C", "N", "C"], "positions_angstrom": [[3.0792, -2.6939, -0.2311], [-4.0706, 0.3123, -1.9676], [-3.9092, -1.3456, 1.9656], [4.3085, -0.1782, 0.0582], [-1.6783, -0.5112, 1.2372], [5.0264, -3.4429, -0.6580], [8.1430, 0.1113, -0.4454], [6.8136, 2.1070, 0.1250], [-4.4787, -0.9747, 1.1267], [7.0395, -2.0768, -0.6988], [-2.2600, -2.9270, -2.2419], [-6.5251, 0.3033, -1.8672], [7.0761, 0.0175, -0.3078], [-2.2176, 1.9107, -0.7666], [-5.9537, -0.0526, -1.0229], [5.0725, -1.3310, -0.2695], [-1.7927, 0.4671, 2.1563], [4.4291, -2.5784, -0.4076], [-1.1339, -2.6209, -0.2187], [-3.0841, 2.0848, -0.1494], [0.9485, 1.2982, -2.8715], [-1.9196, -1.8509, -0.7124], [-0.7809, 0.3525, 3.3002], [-1.7028, 0.6260, -0.8819], [1.1765, 0.8920, 1.5582], [1.2633, 2.6886, 0.4629], [-1.1416, -0.3361, 4.0653], [-0.5550, 0.4170, -1.6377], [-4.5720, -0.0424, -1.0802], [0.8212, -0.3080, 2.7520], [2.1180, 0.7663, 0.5815], [-6.6022, -0.5137, 0.1100], [1.2457, -1.6805, 0.2239], [2.9113, -0.3443, 0.2445], [-0.1191, -0.5704, -1.7141], [0.0534, 1.4730, -2.2933], [-3.8259, -0.4888, 0.0029], [-6.3587, -1.3478, 2.0664], [2.5850, -3.6465, -0.3421], [2.1291, 1.9389, -0.0715], [6.4653, -1.1965, -0.4485], [-0.9905, -1.2460, 1.3694], [-0.4683, 2.7496, -2.1831], [-2.3097, -0.5179, -0.0744], [-1.5991, 2.9647, -1.4152], [-2.5305, -2.0732, -1.8664], [-5.8611, -0.9782, 1.1821], [-0.6315, 1.3409, 3.7329], [0.0188, 3.5747, -2.6789], [4.3937, 1.9444, 0.4301], [-7.6811, -0.5152, 0.1554], [4.9673, 1.0609, 0.1959], [-1.9984, 3.9612, -1.3073], [-2.6154, 1.3485, 2.1424], [2.3115, -1.5703, 0.0969], [0.6511, 2.0954, 1.4723], [6.3196, 1.1532, 0.0169]], "atomic_forces_ev_per_a": [[0.307, -0.162, -0.017], [0.022, 0.043, -0.062], [0.065, 0.020, 0.066], [0.085, -0.238, 0.000], [-0.016, -0.783, -0.335], [0.050, -0.093, -0.031], [0.084, -0.031, -0.022], [0.007, 0.092, 0.018], [0.034, 0.025, -0.073], [0.066, -0.076, -0.023], [0.124, 0.130, 0.279], [-0.051, 0.031, -0.071], [0.066, -0.289, -0.077], [-0.016, -0.027, -0.012], [-0.035, 0.020, -0.075], [-0.190, 0.261, 0.046], [0.270, -0.147, 0.350], [-0.219, -0.114, 0.008], [0.142, -0.121, 0.036], [-0.070, 0.024, 0.025], [0.074, -0.003, -0.047], [0.269, -0.247, 0.235], [0.285, 0.212, -0.149], [0.015, 0.035, -0.143], [0.363, 0.159, -0.365], [0.140, 0.927, -0.544], [0.030, 0.003, -0.006], [-0.060, 0.042, 0.009], [-0.025, -0.035, 0.071], [0.008, -0.310, 0.527], [-1.193, 0.438, 1.137], [-0.073, -0.009, 0.021], [-0.119, 0.062, -0.005], [0.251, -0.711, -0.386], [0.045, -0.097, -0.048], [0.021, -0.024, -0.082], [-0.214, 0.024, 0.049], [-0.047, -0.021, 0.075], [-0.016, -0.104, -0.018], [0.802, -0.036, -0.938], [0.186, 0.129, 0.000], [-0.079, 0.243, -0.011], [-0.033, -0.017, -0.083], [-0.051, 0.279, 0.087], [0.005, 0.027, -0.048], [-0.279, 0.076, -0.444], [-0.053, -0.074, 0.032], [-0.158, -0.083, -0.054], [0.046, 0.096, -0.041], [0.037, 0.012, 0.011], [-0.089, 0.009, 0.005], [0.206, 0.269, 0.066], [-0.037, 0.109, 0.016], [-0.273, 0.306, -0.004], [-0.002, 0.472, 0.021], [-0.460, -0.814, 0.951], [-0.246, 0.093, 0.073]], "lowdin_charge": [-0.056, 0.123, 0.118, -0.089, 0.117, 0.114, 0.104, 0.105, -0.017, 0.112, 0.151, 0.104, -0.076, -0.030, -0.067, -0.160, -0.560, -0.024, 0.116, 0.117, 0.105, -0.469, -0.335, -0.150, -0.600, -0.005, 0.089, -0.032, -0.031, 1.012, -0.044, -0.086, 0.081, -0.157, 0.111, -0.094, -0.156, 0.103, 0.110, 0.059, -0.033, 0.093, -0.095, -0.256, -0.061, 0.161, -0.071, 0.088, 0.104, 0.097, 0.101, -0.018, 0.107, 0.098, -0.025, 0.068, -0.069]}

---

No. 5
{"formula": "C29H31FFeN6Si", "method": "wB97M-V/def2-TZVPD", "total_energy_ev": -84497.5587, "spin_multiplicity": 5, "e_lumo_ev": [0.045, -0.012], "gap_ev": [6.5, 6.5], "e_homo_ha": [-0.2372, -0.2386], "elements": ["C", "C", "C", "N", "H", "C", "H", "Fe", "H", "H", "N", "N", "H", "H", "N", "H", "H", "F", "H", "C", "H", "C", "C", "H", "C", "C", "C", "H", "H", "Si", "C", "H", "H", "C", "H", "H", "C", "C", "H", "H", "H", "H", "H", "C", "H", "H", "C", "H", "C", "C", "H", "C", "C", "C", "H", "H", "H", "C", "N", "C", "C", "C", "C", "C", "N", "H", "H", "C", "C"], "positions_angstrom": [[-2.9958, 2.2292, 0.7967], [-0.0099, 1.9253, -4.1721], [-2.3349, -1.6852, 2.6897], [-1.0867, 0.2807, -1.8046], [-2.6966, -1.1772, -4.4840], [3.6647, -0.4810, -3.1809], [3.1910, 1.6195, 3.7799], [0.1493, -1.0070, -0.9881], [0.4782, 2.1627, -0.8311], [5.7891, 2.8458, 1.8253], [-1.6520, -2.6564, 0.5236], [-0.8140, -2.6465, -0.6025], [-3.7761, 1.1582, -3.0176], [-3.4262, -1.6838, 2.3103], [1.9265, -0.6389, -1.7378], [6.5864, 1.3194, 2.3028], [-2.5977, -1.4402, 6.1394], [-3.5485, 0.2263, -0.2573], [1.3979, -1.2298, 3.5873], [-0.8136, 3.2022, 0.4955], [5.4384, 2.1803, 3.4033], [-1.6778, -0.7166, -4.5535], [-3.0127, -1.1658, 5.1393], [-2.9130, 2.7234, -2.8861], [-0.5965, -1.5244, 4.3472], [-2.7936, -3.3812, 0.2188], [3.1445, -0.1312, 0.2764], [-3.2859, -4.5125, -1.6246], [0.0338, 2.8876, -3.6411], [-1.3915, 0.8342, -3.4723], [-2.6764, -3.8324, -1.0873], [-3.3329, 2.1424, -4.3879], [-3.9238, -1.7409, 4.9894], [4.3695, 1.1609, 1.9641], [4.1483, -0.5624, -4.1311], [1.0126, 1.4473, -3.9211], [0.0366, -1.4265, 1.9831], [0.3729, -1.4623, 3.3477], [-1.5085, -0.4452, -5.5888], [-0.9902, -3.6206, -2.5782], [-3.9584, 2.1970, 1.3004], [-0.0108, 2.0935, -5.2463], [-0.1480, 4.0368, 0.6189], [-2.9815, 1.7707, -3.4206], [-3.3788, -0.1428, 5.1059], [-2.3355, 3.8126, 2.0074], [-0.5126, 2.1779, -0.3740], [5.2318, -0.2153, -1.5502], [4.1594, -0.2787, -1.9007], [3.2103, 1.1521, 2.8062], [-3.4676, -3.6615, 1.0106], [2.0628, 0.5100, 2.3699], [1.9615, -0.2366, 1.1701], [-2.0593, 3.1801, 1.1595], [-0.2624, -1.6136, 5.4024], [1.2009, 0.6302, 3.0446], [-0.8625, -1.4841, -4.3864], [4.3720, 0.4332, 0.7528], [0.8565, -1.0188, 0.9265], [2.3287, -0.8308, -3.0145], [5.6329, 1.9088, 2.3667], [-1.4414, -3.3700, -1.5842], [-1.4381, 1.1675, -0.7983], [-1.9867, -1.4385, 4.0262], [3.1052, -0.3270, -1.0737], [5.3226, 0.2099, 0.2276], [1.5511, -1.1730, -3.7121], [-1.3537, -1.9026, 1.6679], [-2.6832, 1.2357, -0.0746]], "atomic_forces_ev_per_a": [[-0.250, 0.002, 1.133], [1.737, -0.846, 0.951], [-0.704, -0.291, -1.578], [-0.365, -0.045, -1.137], [0.972, 0.353, 0.206], [-0.204, -1.158, -0.148], [0.195, 0.327, -0.082], [-0.481, 1.229, 0.248], [-0.221, -0.006, -0.133], [-0.172, -0.171, -0.155], [-0.493, -0.362, -2.953], [-2.087, -1.883, -0.213], [-0.215, -0.105, 0.330], [1.755, -0.201, 0.986], [3.298, -0.440, -0.869], [-0.960, 0.351, 0.045], [-0.309, 0.465, -0.790], [-0.634, -0.271, -0.253], [0.026, -0.565, 0.303], [-1.374, -0.130, 0.900], [0.581, 0.166, 0.185], [0.765, -0.509, 0.256], [0.401, -0.654, -0.366], [0.086, -0.292, 0.523], [-0.637, 0.011, -0.023], [1.607, 0.263, 0.062], [-0.529, 1.188, 3.566], [-0.700, -0.299, -0.096], [-0.236, -0.140, -0.211], [-0.052, -1.042, 1.045], [1.016, 0.379, 0.199], [0.139, -0.422, -0.331], [0.012, -0.376, -0.027], [0.498, -0.926, -0.226], [0.552, 0.114, -0.019], [-1.476, 0.554, -0.427], [-1.553, -0.563, -1.600], [-0.832, 0.288, -0.111], [-0.191, 0.204, -0.434], [-0.300, 0.623, 1.311], [0.097, -0.078, -0.071], [-0.212, 0.060, -0.084], [0.419, -0.040, 0.363], [-0.316, 1.125, -0.602], [0.389, 0.319, 0.261], [0.342, 0.290, -0.599], [-0.263, -0.457, -1.030], [-1.863, 0.223, -0.652], [0.967, -0.037, -0.820], [0.749, -0.213, -2.049], [-0.169, 0.223, -0.132], [0.356, 0.594, 0.587], [1.653, 0.241, -0.112], [0.394, 0.339, -0.219], [-0.381, 0.369, -0.775], [0.404, -0.264, -0.783], [-0.993, 0.510, 0.142], [-1.471, 0.139, 1.382], [-0.312, -0.166, 0.202], [-1.312, 0.778, 0.593], [-0.011, -0.515, 0.620], [-0.007, 0.210, 1.548], [-0.067, 1.864, 1.731], [0.719, -0.402, 0.414], [-1.177, -1.391, -1.478], [-0.866, 0.818, 0.398], [0.688, 0.424, 0.135], [1.600, 1.119, 2.732], [1.978, -0.902, -1.771]], "mulliken_spin": [-0.007, 0.004, -0.003, 0.197, 0.001, 0.003, 0.000, 3.693, 0.000, 0.000, 0.005, 0.053, 0.000, 0.000, -0.043, 0.000, 0.000, -0.001, 0.001, -0.005, 0.000, 0.008, 0.000, -0.001, -0.008, 0.008, -0.018, 0.000, 0.000, 0.015, -0.005, 0.000, 0.000, 0.005, 0.001, 0.000, -0.007, 0.012, 0.000, 0.003, 0.000, 0.000, -0.001, 0.004, 0.001, 0.002, 0.023, 0.000, 0.009, -0.002, 0.000, -0.008, 0.012, 0.020, 0.000, -0.001, -0.004, -0.006, 0.074, 0.016, 0.000, 0.014, -0.073, 0.011, 0.016, -0.001, -0.002, 0.014, -0.031]}

---

No. 6
{"formula": "H12O6", "method": "wB97M-V/def2-TZVPD", "total_energy_ev": -12479.7243, "smiles": "O.O.O.O.O.O", "e_lumo_ev": 0.137, "gap_ev": 10.5, "e_homo_ha": -0.3799, "elements": ["O", "H", "O", "H", "H", "O", "H", "H", "O", "H", "H", "O", "H", "H", "H", "O", "H", "H"], "positions_angstrom": [[9.2016, -4.7233, 12.1569], [7.3420, -6.3882, 14.7679], [8.1985, -6.1305, 14.4073], [10.7394, -7.9778, 15.9019], [8.7474, -5.3098, 12.7937], [10.8608, -8.5163, 13.9596], [10.1923, -8.9976, 14.4656], [10.0030, -8.5813, 17.0981], [11.3419, -5.2941, 15.2254], [11.2021, -9.1667, 13.3348], [11.1811, -6.2246, 15.4153], [5.8026, -8.0680, 15.1684], [4.8588, -8.2364, 15.0668], [8.6404, -3.9450, 12.0969], [11.5848, -5.2710, 14.2915], [10.0286, -7.7983, 16.5358], [8.8414, -6.6324, 14.9241], [5.8812, -7.6525, 16.0363]], "atomic_forces_ev_per_a": [[-0.175, -0.250, 0.041], [0.019, -0.116, -0.282], [-0.129, -0.125, 0.203], [0.032, -0.095, 0.238], [0.237, 0.313, -0.089], [-0.061, -0.293, 0.218], [-0.132, 0.044, -0.347], [-0.007, 0.158, 0.055], [0.131, -0.112, -0.066], [0.069, 0.167, 0.004], [0.077, 0.332, -0.051], [-0.008, 0.163, 0.214], [0.088, 0.034, -0.052], [0.048, -0.029, 0.044], [-0.169, 0.017, 0.068], [0.052, -0.210, -0.185], [-0.005, 0.157, 0.019], [-0.067, -0.155, -0.032]], "lowdin_charge": [-0.085, 0.022, -0.045, 0.004, -0.008, -0.045, 0.040, 0.059, -0.046, 0.058, -0.020, -0.053, 0.044, 0.024, 0.044, -0.047, 0.011, 0.042]}